1.
Computed, not measured: 7 unconnected molecules or ions with the total composition C12H40NO9 at a distorted geometry, with ωB97M-V/def2-TZVPD.

Atoms and positions in Å:
H 0.4922 -0.6507 -4.7782
H 1.2970 -1.5495 -2.5983
C 3.4467 -3.2512 1.8434
O -5.0477 -0.6508 -4.4559
O 0.9733 2.3024 -0.1719
H -4.2771 0.9111 0.7896
O 3.2028 -4.5338 2.3397
H 1.1399 4.6005 3.9960
O 2.6226 -0.0202 -0.7440
C -2.5046 1.2527 2.0215
H 0.1387 3.9112 2.6137
H 3.0057 2.3580 0.4674
C -3.4805 0.2981 1.2113
H 0.5346 2.2201 -1.0219
H 0.8825 -3.0803 2.2404
H -0.8749 -2.6013 -2.2197
O -1.5308 0.4198 2.6617
H 4.4700 -2.9274 2.0333
H 1.1426 1.7820 2.6476
H 0.5618 0.4143 0.2273
N -0.0912 -0.3128 0.4821
H -1.1427 -0.8213 -4.2716
H 0.4332 -1.0206 0.9762
C 2.3906 2.3781 -0.4322
H 3.4760 -0.2602 -0.3755
H -3.5513 -0.9319 -0.2475
H 2.5246 -2.1660 3.4803
H 0.9012 2.2044 4.3221
C 1.5026 2.4349 3.4427
C 2.8012 1.2236 -1.4015
C 2.5510 -2.0824 2.3939
H -3.9262 -0.5283 1.7649
H 3.4018 -3.2558 0.7544
H 3.0011 1.7248 4.5065
H -0.1389 -2.3415 -4.3721
C -3.1824 0.1001 -3.2421
C 0.2983 -1.1199 -2.6762
H 0.2943 -0.0530 -2.4530
H 2.1018 1.2234 -2.2375
H -3.8571 0.8470 -2.8235
H 2.4960 3.3736 -0.8635
H 1.7829 4.2400 2.3915
O 2.8590 2.3831 3.8224
H 2.9735 -1.1202 2.1045
H -2.5130 -0.1460 -2.4178
H -1.9730 0.1844 3.4806
H 2.2581 -4.6658 2.2317
H 3.8122 1.3908 -1.7729
C -0.1565 -1.2722 -4.1611
H -2.0761 1.9746 1.3262
C 1.0832 3.9062 3.1577
O 1.2308 -2.2676 1.8666
H -3.0495 1.8923 2.7158
H -0.4798 -0.6651 -0.3810
H -5.6035 -1.3279 -4.8484
H -0.8254 0.0354 1.0820
H -3.3652 -1.8605 -4.2108
C -3.9855 -1.1353 -3.6841
O -0.5508 -1.8175 -1.7699
H -4.4033 -1.6713 -2.8319
H -2.6445 0.5320 -4.0860
O -2.8526 -0.4107 0.1548

Summary:
ΔE to the lowest compared entry with this formula, charge and spin: 205.7 kJ/mol
highest occupied orbital energy: -0.4594 Eh
net charge: +1

These are the Mulliken partial charges, in e, on atoms 1 to 8: number 1, H, carries 0.406; number 2, H, carries 0.326; number 3, C, carries -0.575; number 4, O, carries -0.519; number 5, O, carries -0.485; number 6, H, carries 0.362; number 7, O, carries -0.485; number 8, H, carries 0.351


2.
Computed, not measured: a molecular structure, C12H41BFN11NbO18 at a distorted geometry, with ωB97M-V/def2-TZVPD.

Atoms and positions in Å:
H 1.1282 -1.3454 -7.0532
C -1.7200 -6.1423 -2.3100
O -3.6562 -6.3202 -1.0402
H 4.3397 -1.3217 -2.7899
H -1.7302 -5.5494 -3.2187
O 1.8988 1.5687 -4.6704
F -1.5250 -1.3795 1.3163
H 3.7276 -0.3637 0.2532
H 2.6179 3.6611 7.2545
O 2.2879 -5.3757 1.5717
N 2.8232 -2.4702 -0.2618
H -1.3335 -1.2267 -1.4164
O -1.0146 1.7326 1.1050
O 1.2850 5.2721 0.2036
C 0.5166 6.1519 2.2021
N 2.6118 -2.1589 -5.8346
H 0.2560 1.2966 4.1153
C -0.0205 1.9715 2.1061
O -5.5665 4.1425 -0.4814
H 0.1435 3.0408 2.1950
O -3.6039 -7.3184 -2.9484
H -1.3677 1.9587 3.7646
C -3.5576 2.9957 -0.4162
N 1.1957 2.5184 -4.9513
H -0.8574 0.3815 3.1447
H -1.4048 -5.5481 -1.4619
H -1.0910 -7.0192 -2.4256
H -0.2030 5.3512 2.0816
N 0.9225 3.4087 6.0602
C -0.5394 1.3814 3.3930
C 2.9154 -1.4308 -1.2830
O -4.3943 4.0967 -2.2861
O 1.4091 3.6377 4.9697
H 0.1599 -5.3530 3.0283
N 1.1559 -5.6402 1.2196
N 1.4564 6.1227 1.0481
H 3.0311 -2.2142 -3.1909
H -4.1717 -2.6270 2.4936
H 1.1027 6.0149 3.1055
H 1.0622 2.9508 -2.9067
H 4.5013 -0.1177 -1.2060
H -0.7423 -6.3091 1.8150
H -4.0344 2.0805 -0.0781
H -3.7781 -1.7785 4.0188
Nb -0.0508 -1.1999 -0.0801
O 3.7904 -2.3393 -6.0626
H 0.6935 2.4020 -0.9347
C 1.4931 -0.9830 -1.6950
H 0.0290 7.1218 2.1970
H 3.7200 -2.9461 -0.2847
H 1.0580 3.7368 8.1302
H 0.9222 1.5032 1.8410
H 1.1582 -1.0452 1.2850
H 0.0441 -3.0428 -0.1153
O 0.8663 2.8293 -6.0788
O 1.9110 -2.8642 -5.1362
H 1.0509 4.3701 -4.0008
H 1.5759 5.1024 7.0944
O -6.2858 -1.4792 3.4641
H -3.1973 3.5774 0.4247
C 1.9394 -0.9755 -6.4335
H 2.1684 -3.1749 -0.5854
H -3.2785 -1.0830 2.4480
H 2.6592 -0.4180 -7.0192
N -4.5889 3.8087 -1.1210
B -0.4524 1.1164 -0.0345
H -0.3946 3.3247 -3.8639
O -0.1659 1.9900 -1.1126
N 3.6598 -1.9834 -2.4382
H 0.6459 -7.0387 2.6827
H 1.5600 -0.3778 -5.6125
O 2.3326 6.9650 1.0341
C 0.6894 3.3599 -3.8338
C 0.2235 -6.1275 2.2705
H -2.7521 2.7824 -1.1080
H 1.5926 0.0517 -1.9774
C -4.0310 -1.6619 2.9691
O -0.0547 2.7236 6.2618
H 1.1248 -1.5113 -2.5722
C 1.5962 4.0266 7.2363
N 3.6228 -0.2890 -0.7460
N -5.3373 -0.9461 2.9157
O 0.7197 -5.5218 0.0968
N -3.1086 -6.6286 -2.0772
O -5.3848 0.1185 2.3378

Summary:
ΔE to the lowest compared entry with this formula, charge and spin: 162.5 kJ/mol
highest occupied orbital energy: -0.1664 Eh
net charge: -1

These are the Mulliken partial charges, in e, on atoms 1 to 8: number 1, H, carries 0.309; number 2, C, carries -0.548; number 3, O, carries -0.529; number 4, H, carries 0.294; number 5, H, carries 0.281; number 6, O, carries -0.529; number 7, F, carries -0.687; number 8, H, carries 0.233


3.
Computed, not measured: 8 unconnected molecules or ions with the total composition C12H41BrN14O8PS, with ωB97M-V/def2-TZVPD.

Atoms and positions in Å:
H 8.0432 5.5143 -3.8588
H -2.9149 3.6807 -3.6703
H 1.2973 -1.6574 -1.8108
N 4.1689 -7.3061 7.2961
N -2.7980 5.3511 0.6832
H 1.4300 -3.4000 -1.6024
H 4.3567 4.0489 -0.3230
H -0.6481 3.8697 -1.2155
H -2.4565 6.2930 0.6522
O 1.6289 3.8770 -1.9418
N 2.5708 -5.9821 8.3083
H 3.9240 -8.0862 7.8757
H -2.6552 -2.2297 -1.1556
Br -1.1219 -1.0351 -3.5746
N 8.1739 4.7898 -3.1776
H -3.2515 3.3162 -2.0064
C 2.3941 3.9369 -0.9833
H -4.5867 3.3557 -5.2934
N -6.7941 -0.4936 -2.5029
N -3.5473 3.3412 -2.9706
H 3.4333 -5.4048 3.5024
N 1.2967 -3.0850 4.0714
H 1.4308 -2.8337 0.6177
C 7.0544 4.2048 -2.6690
C 1.8851 -4.1148 3.3872
H -8.5006 0.5465 -0.9614
H -2.8387 -3.6932 -2.1290
H -0.8324 0.0938 1.3860
N 2.9796 -4.6466 3.9758
H 1.6446 -2.7481 4.9493
C -4.8057 2.9051 -3.2593
H 0.1105 1.6621 -0.1206
H 4.1471 3.9838 -2.0381
C 3.5602 -6.0903 7.3781
S -0.2556 -4.3237 -3.6674
H -1.4715 1.2577 -0.8376
H -0.2991 -2.8159 0.4847
H -6.1802 -1.0182 -3.0946
N 3.7421 3.9818 -1.1121
N 7.2706 3.2212 -1.7410
O 5.9334 4.5371 -3.0224
H 9.1045 4.5355 -2.9064
H 0.8869 3.9280 0.3363
H -1.3885 -0.9749 0.1155
N -5.1751 2.9794 -4.5748
O 1.4369 -4.5182 2.3162
O -5.5490 2.4546 -2.4013
H -3.6274 5.1466 1.2095
O -7.9539 -2.3896 -2.0483
H -1.3146 -4.0675 -4.4412
H 6.4697 2.7413 -1.3767
H -0.7152 5.5408 -0.8129
C -0.5875 -0.2798 0.3911
C -0.4879 0.8769 -0.5796
O -2.6550 3.1766 0.0589
H -1.9133 -3.7663 -0.5977
H 0.4758 -2.6692 3.6763
H 2.1131 -5.0947 8.3958
C 0.7982 -2.5337 -1.3971
N -1.1008 4.6189 -0.7156
C -2.1710 -3.1553 -1.4599
H 2.4301 3.9766 1.1321
H 2.2924 -6.7354 8.9079
C -7.7998 -1.1895 -1.8951
N 1.8889 3.9588 0.2890
H -9.3718 -0.9153 -0.6354
C -2.2135 4.3203 0.0177
N -8.6199 -0.4396 -1.0966
H 0.0682 0.5650 -1.4651
O 0.6487 -0.9843 0.4815
H -6.6381 0.4955 -2.3879
H 8.1845 2.9350 -1.4453
O 3.8867 -5.1529 6.6616
H 4.9091 -7.4078 6.6278
P -0.6872 -2.7789 -2.3819
H -6.0990 2.6703 -4.8124
C 0.6078 -2.3263 0.1215
H 3.3486 -4.3454 4.8640

Summary:
highest occupied orbital energy: -0.4052 Eh
net charge: +1

These are the Mulliken partial charges, in e, on atoms 1 to 8: number 1, H, carries 0.220; number 2, H, carries 0.169; number 3, H, carries 0.477; number 4, N, carries -0.384; number 5, N, carries -0.460; number 6, H, carries 0.619; number 7, H, carries 0.127; number 8, H, carries 0.140